(1)
DFT (the ωB97M-V functional and the def2-TZVPD basis) results for a 14-piece molecular cluster, C66H74N10O12 overall in a non-equilibrium geometry.

Computed properties:
energy relative to the best compared isomer or geometry (same formula, charge and spin): 0.0 kJ/mol
gap between HOMO and LUMO: 9.612 eV
energy: -4009.78624 Eh
LUMO energy: 0.37 eV
HOMO energy: -9.24 eV

Geometry as XYZ:
```
162
Properties=species:S:1:pos:R:3:mulliken_charge:R:1
N 4.58014 -4.05874 2.83060 -0.6565
C 4.37598 -2.77152 3.08360 -0.2209
C 3.12754 -2.14285 3.07579 -0.3809
C 2.05176 -2.87501 2.66318 0.2370
C 2.18765 -4.23251 2.40836 -0.5410
C 3.46325 -4.73376 2.45424 -0.5924
H 5.23207 -2.15941 3.33706 0.4028
H 3.03150 -1.08504 3.27429 0.2335
H 1.08694 -2.40466 2.57576 0.5335
H 1.35936 -4.82550 2.05224 0.5058
H 3.62009 -5.78946 2.28331 0.3504
N 4.28254 2.11644 -4.87646 -0.7242
C 3.24295 2.38135 -5.69543 -0.6195
C 1.97535 1.84204 -5.60830 -0.6847
C 1.81135 1.04062 -4.51894 0.2329
C 2.85991 0.66268 -3.68442 0.2503
C 4.04601 1.28245 -3.91480 -0.6142
H 3.47964 2.96872 -6.55139 0.4016
H 1.13756 2.12935 -6.24072 0.4406
H 0.81030 0.60964 -4.33480 0.5161
H 2.68763 0.03417 -2.81980 0.1746
H 4.93830 1.06294 -3.36288 0.5844
N 5.85379 1.73393 4.96113 -0.6378
C 4.52612 1.71560 4.73927 -0.6930
C 3.97349 1.35948 3.51314 0.2415
C 4.84635 0.93529 2.53456 0.2765
C 6.21282 0.85849 2.75024 -0.8786
C 6.63877 1.30206 3.98704 -0.3248
H 3.91771 2.06745 5.52603 0.4737
H 2.89450 1.26127 3.31806 0.3645
H 4.45384 0.54249 1.57615 0.3133
H 6.93088 0.60861 2.02510 0.5069
H 7.67475 1.23566 4.19517 0.4190
N -4.40064 -2.58917 -0.18060 0.1749
C -4.41793 -3.91580 -0.20815 -0.0183
C -4.88264 -4.75697 -1.22374 -1.0862
C -5.32247 -4.10806 -2.30880 -0.3289
C -5.26957 -2.72931 -2.38061 -0.7543
C -4.81538 -1.97317 -1.34689 -0.2582
H -4.16415 -4.44973 0.70366 0.4250
H -4.85173 -5.83083 -1.15364 0.4894
H -5.74804 -4.60676 -3.17606 0.3770
H -5.68352 -2.21886 -3.25784 0.4914
H -4.79030 -0.88404 -1.40469 0.3944
N -2.51828 2.89209 0.52945 1.1651
C -1.76167 3.86543 1.05303 0.6517
C -2.10748 5.22524 1.03481 -0.8191
C -3.35291 5.57209 0.52477 -0.7791
C -4.15432 4.53333 0.02838 -0.9861
C -3.68028 3.24733 0.00670 -0.5139
H -0.79930 3.61001 1.45021 -0.5994
H -1.42279 5.96089 1.40296 0.5801
H -3.61119 6.61961 0.58205 0.4003
H -5.15440 4.69636 -0.42559 0.4460
H -4.33425 2.51194 -0.40887 0.4480
N 1.61858 5.41732 -0.97279 -0.5510
C 1.47430 4.66115 0.10534 -0.6127
C 2.06221 3.39164 0.25742 0.5756
C 2.93450 2.95238 -0.74206 -0.1910
C 3.17974 3.80927 -1.80988 -0.6424
C 2.54133 5.02990 -1.85013 -0.7757
H 0.87545 5.07184 0.91796 0.3878
H 1.72908 2.74343 1.06825 0.2663
H 3.38269 1.97080 -0.70709 0.6493
H 3.80836 3.54565 -2.62029 0.5700
H 2.74233 5.70861 -2.67883 0.3651
N -2.59233 5.40213 -2.56401 -0.5484
C -1.37664 5.01169 -2.25421 -0.5038
C -0.84348 3.76642 -2.60041 0.2973
C -1.64670 2.87445 -3.23664 0.5132
C -2.95333 3.23300 -3.56874 -0.6575
C -3.32389 4.49754 -3.23766 -0.6540
H -0.73940 5.78544 -1.81268 0.4789
H 0.14399 3.50905 -2.24239 -0.0259
H -1.32546 1.84166 -3.41481 0.3195
H -3.59629 2.50398 -4.03069 0.4103
H -4.30786 4.83790 -3.59670 0.3272
N 5.61161 -4.21478 -1.36821 -0.4966
C 5.09033 -3.08709 -0.89602 -0.6346
C 4.96752 -1.94394 -1.68361 0.4547
C 5.56060 -1.91819 -2.91829 -0.1390
C 6.17041 -3.07507 -3.42435 -0.5532
C 6.16041 -4.19299 -2.55114 -0.3225
H 4.55427 -3.15106 0.08786 0.4658
H 4.41373 -1.06333 -1.34752 0.2060
H 5.48667 -1.05295 -3.58106 0.2480
H 6.63553 -3.22395 -4.45284 0.3263
H 6.51730 -5.06974 -2.98415 0.4100
N 0.71169 3.44857 3.60741 0.3013
C -0.37743 3.43221 4.37463 0.0159
C -0.76632 4.47152 5.22649 -0.8481
C 0.23153 5.41714 5.48706 -0.2872
C 1.41885 5.45553 4.78243 -1.2143
C 1.59032 4.47637 3.80017 -0.0965
H -0.98477 2.52369 4.29330 0.4588
H -1.63941 4.36659 5.92062 0.3601
H 0.08104 6.13848 6.25645 0.4251
H 2.03546 6.31655 4.96534 0.4251
H 2.41876 4.52990 3.08014 0.4789
N -3.31290 -0.39514 3.68143 0.1819
C -4.13533 -0.34228 2.60018 -0.2294
C -4.77362 0.85440 2.25599 -0.7242
C -4.67575 1.94374 3.08832 -0.2765
C -4.01587 1.79517 4.28126 -0.6073
C -3.35107 0.63414 4.53977 -0.3750
H -4.16204 -1.22799 1.95317 0.3924
H -5.36663 0.91339 1.35400 0.5242
H -5.22236 2.86417 2.88037 0.4122
H -4.06196 2.55851 5.07995 0.3975
H -2.79323 0.57313 5.47818 0.3635
C -1.44281 0.10561 -0.89928 -0.2554
C -0.30986 0.80870 -0.15341 2.6462
C -0.30714 0.77151 1.38744 2.7834
O 1.11479 0.51142 1.65337 -0.1471
C 1.66891 -0.07092 0.55580 -0.4286
O 2.83098 -0.39406 0.55171 0.1717
O 0.83629 0.05100 -0.49547 0.1850
H -1.47483 -0.89302 -0.51623 -0.4671
H -1.19131 0.12107 -1.94403 -0.1317
H -2.32262 0.70162 -0.75635 -0.2531
H -0.16601 1.87109 -0.33550 -1.1369
H -0.93659 0.01253 1.86847 -1.0618
H -0.48584 1.76315 1.78827 -1.7907
C 1.10637 -3.56396 -1.14840 -0.4369
C 0.22664 -4.77922 -1.29573 0.8853
C -1.22774 -4.45705 -1.28638 0.5632
O -1.76676 -5.40357 -2.28692 -0.3761
C -0.73928 -5.69080 -3.11419 0.4367
O -0.89972 -6.12900 -4.20810 -0.5720
O 0.43219 -5.42905 -2.51701 -0.4078
H 1.22474 -2.94792 -2.05413 0.1967
H 2.10623 -3.69992 -0.76744 0.0876
H 0.54115 -2.99133 -0.39156 -0.1974
H 0.39723 -5.56705 -0.54925 0.1469
H -1.47404 -3.42562 -1.54691 -0.0612
H -1.72136 -4.70483 -0.29627 -0.2655
C -0.62292 -2.11870 -5.24003 -0.9728
C -1.87938 -1.46195 -5.68733 0.3806
C -3.06418 -2.30811 -5.83172 -0.4068
O -4.18809 -1.47418 -5.53375 -0.3578
C -3.70083 -0.48229 -4.73298 0.4532
O -4.39628 0.20245 -4.00660 -0.5649
O -2.38103 -0.52601 -4.68166 0.1254
H 0.20187 -1.45781 -5.44972 0.2300
H -0.44256 -3.10736 -5.65227 0.4655
H -0.73014 -2.25620 -4.14960 -0.0199
H -1.76421 -0.91760 -6.60475 0.2608
H -3.06772 -3.15479 -5.11218 0.1772
H -3.25451 -2.67755 -6.84869 0.3298
C -1.40240 -3.17132 6.01516 -1.3358
C -1.77745 -3.91151 4.75927 0.3644
C -3.16210 -3.57576 4.30893 -0.5414
O -3.06217 -3.41954 2.85296 -0.3491
C -1.77765 -3.17626 2.57960 -0.0019
O -1.35749 -2.79906 1.50375 0.1734
O -1.00775 -3.44495 3.66238 -0.1520
H -2.02039 -3.51510 6.85279 0.3963
H -1.61023 -2.11903 5.82352 0.2312
H -0.31975 -3.32064 6.27236 0.3371
H -1.65777 -4.99659 4.80545 0.3521
H -3.52979 -2.63763 4.73800 0.1852
H -3.91679 -4.40669 4.44149 0.2946
```

***

(2)
DFT (the ωB97M-V functional and the def2-TZVPD basis) results for C52H42FeN6O9S3 as an isolated structure.

Computed properties:
energy relative to the best compared isomer or geometry (same formula, charge and spin): 0.0 kJ/mol
gap between HOMO and LUMO (alpha / beta): 6.297 / 6.267 eV
energy: -5470.32730 Eh
LUMO energy (alpha / beta): -0.39 / -0.39 eV
HOMO energy (alpha / beta): -6.69 / -6.66 eV

Geometry as XYZ:
```
113
Properties=species:S:1:pos:R:3:mulliken_charge:R:1
Fe -0.06743 0.51121 -0.27775 0.7299
N -0.16593 0.60805 1.70745 0.1407
S -0.40382 0.09987 3.02730 1.3322
N -0.50012 -1.56131 3.35249 0.2304
S -1.71030 -2.44826 3.04970 0.7291
N -2.49841 -2.45280 1.73011 0.2879
S -1.70978 -2.44599 0.23654 0.9972
N -0.88835 -1.35608 -0.20029 -0.1948
C -0.85232 -4.01984 0.30582 0.0546
C 0.52863 -3.92203 0.32937 -0.5792
C 1.27942 -5.08616 0.40319 -0.7703
C 0.64817 -6.31911 0.43270 -0.5721
C -0.73767 -6.40046 0.38263 -0.9331
C -1.49745 -5.24432 0.31861 -0.3379
C -3.14116 -2.82751 -0.77585 0.3172
C -2.85940 -2.84404 -2.13721 -0.5910
C -3.87798 -3.08533 -3.04201 -0.7339
C -5.17207 -3.29134 -2.58769 -0.5192
C -5.44645 -3.25932 -1.22996 -0.8062
C -4.42900 -3.02770 -0.31520 -0.0003
C -3.01036 -2.28537 4.27588 0.8278
C -2.64824 -2.51661 5.59976 -1.0664
C -3.62099 -2.46462 6.58036 -0.7049
C -4.93641 -2.17275 6.23528 -0.6221
C -5.28001 -1.92710 4.91494 -0.8616
C -4.31361 -1.98478 3.91912 -0.1813
C -1.08289 -4.08293 3.44298 0.5400
C -2.00526 -5.12383 3.46209 -0.8758
C -1.57398 -6.39237 3.80152 -0.8767
C -0.23396 -6.61087 4.10416 -0.5860
C 0.67676 -5.56521 4.07041 -0.8427
C 0.25574 -4.28268 3.74434 -0.0338
C 0.86557 0.45516 4.24155 0.2597
C 1.62778 1.57478 3.93482 -0.7786
C 2.63804 1.96402 4.80198 -0.7517
C 2.88118 1.23214 5.95228 -0.5507
C 2.12143 0.10515 6.23949 -0.8014
C 1.11033 -0.29048 5.38128 -0.0980
C -1.93579 0.70749 3.73964 0.4448
C -2.16994 0.91692 5.08707 -0.2963
C -3.40310 1.41322 5.48159 -0.7572
C -4.37881 1.69617 4.53479 -0.9696
C -4.12808 1.48771 3.18691 -0.5350
C -2.89812 0.99610 2.77879 -0.2962
H 0.98854 -2.94287 0.27878 0.7203
H 2.35803 -5.02631 0.42478 0.5103
H 1.23747 -7.22436 0.47978 0.4164
H -1.22472 -7.36412 0.39198 0.4447
H -2.57613 -5.29628 0.28141 0.5343
H -1.85386 -2.64634 -2.47779 0.4882
H -3.66394 -3.09807 -4.10080 0.4283
H -5.96901 -3.46873 -3.29567 0.4094
H -6.45614 -3.41062 -0.87748 0.4549
H -4.63410 -3.00938 0.74306 0.3131
H -1.62335 -2.74712 5.85421 0.2368
H -3.35547 -2.64857 7.61133 0.4641
H -5.69522 -2.13190 7.00351 0.4192
H -6.29954 -1.68561 4.65347 0.4934
H -4.55596 -1.78471 2.89016 0.4675
H -3.04132 -4.94059 3.21578 0.4163
H -2.27851 -7.21154 3.82343 0.4650
H 0.10007 -7.60455 4.36648 0.4298
H 1.71737 -5.74155 4.29892 0.4805
H 0.94480 -3.45608 3.70614 0.5265
H 1.43702 2.10634 3.01386 0.4529
H 3.23820 2.83099 4.57026 0.4475
H 3.67178 1.53330 6.62243 0.3974
H 2.32319 -0.47063 7.13049 0.4512
H 0.52332 -1.17355 5.58960 0.2818
H -1.40861 0.70552 5.82433 0.5276
H -3.59855 1.58848 6.52928 0.4697
H -5.33430 2.08964 4.84861 0.4451
H -4.88740 1.71827 2.45045 0.5937
H -2.66445 0.85660 1.73027 0.0955
C 6.67604 -0.82159 -0.25635 -0.7643
O 6.23500 -0.81320 -1.59543 -0.4593
C 4.91663 -0.55994 -1.83099 1.1433
C 4.56818 -0.51253 -3.20008 -1.0869
C 3.26908 -0.26293 -3.52365 -0.9513
C 2.25452 -0.04897 -2.56022 0.0412
C 0.91172 0.23487 -3.00038 1.1412
C 0.58862 0.25475 -4.47994 -1.9336
O -0.05148 0.48026 -2.24022 -0.2584
C 2.60904 -0.09895 -1.17282 0.1643
O 1.80816 0.05176 -0.18971 -0.4749
C 3.97926 -0.36094 -0.85522 -0.6641
H 7.74962 -0.99605 -0.29374 0.2353
H 6.19481 -1.62186 0.31463 0.3006
H 6.47597 0.13669 0.23194 0.3100
H 5.33020 -0.66653 -3.94429 0.4353
H 3.00647 -0.22160 -4.56850 0.4052
H 0.88725 -0.67213 -4.96753 0.4254
H 1.10995 1.07161 -4.97754 0.4376
H -0.48280 0.39973 -4.58852 0.3216
H 4.21874 -0.38833 0.19556 0.3554
O -0.17732 2.68333 -0.32552 -0.6813
C -1.41561 2.53116 -0.27200 0.6669
O -1.98130 1.41167 -0.30954 -0.7183
C -2.28939 3.74970 -0.06711 0.0056
C -3.63225 3.57900 0.24376 -0.4850
C -4.40276 4.69783 0.50613 -0.3197
C -3.91498 5.98988 0.44918 -0.4927
C -2.57478 6.11183 0.12778 -0.2964
C -1.74619 5.02999 -0.12197 -0.2613
N -2.00604 7.47432 0.06829 1.0700
O -2.75690 8.40015 0.30720 -0.6331
O -0.83020 7.57766 -0.21346 -0.6177
N -5.81494 4.50508 0.88848 1.0534
O -6.16514 3.37230 1.16992 -0.6128
O -6.53322 5.48560 0.90418 -0.6277
H -4.04678 2.58274 0.27946 0.8346
H -4.53511 6.84909 0.64805 0.6100
H -0.69904 5.15720 -0.34428 0.7331
```

***

Q: Among the records above, which one has the lowest energy?
A: C52H42FeN6O9S3

***

Q: The lowest energy belongs to which entry?
A: C52H42FeN6O9S3